Entry 1:
{
  "formula": "C27H55BCl20F2InO4",
  "method": "ωB97M-V/def2-TZVPD",
  "species": ["C", "C", "F", "C", "In", "C", "C", "O", "O", "B", "O", "O", "C", "C", "F", "H", "H", "H", "H", "H", "H", "H", "H", "H", "H", "H", "H", "H", "H", "H", "Cl", "C", "C", "Cl", "H", "H", "H", "H", "Cl", "C", "C", "Cl", "H", "H", "H", "H", "Cl", "C", "C", "Cl", "H", "H", "H", "H", "Cl", "C", "C", "Cl", "H", "H", "H", "H", "Cl", "C", "C", "Cl", "H", "H", "H", "H", "Cl", "C", "C", "Cl", "H", "H", "H", "H", "Cl", "C", "C", "Cl", "H", "H", "H", "H", "Cl", "C", "C", "Cl", "H", "H", "H", "H", "Cl", "C", "C", "Cl", "H", "H", "H", "H", "Cl", "C", "C", "Cl", "H", "H", "H", "H"],
  "xyz": [[3.1144, -2.8009, 2.6894], [1.9340, -1.8898, 2.4329], [0.7994, -2.5605, 3.0180], [1.6754, -1.6117, 0.9753], [2.2852, 0.4575, 0.3652], [2.2409, 0.3758, -1.8934], [1.6689, -0.9041, -2.1986], [0.5116, -1.2202, -2.3877], [2.6088, -1.9422, -2.2224], [0.8408, 2.1151, 1.1339], [-0.4335, 2.3557, 0.6517], [1.1935, 2.9954, 2.1659], [4.3564, 1.0558, 0.9707], [5.2916, 0.0253, 1.5525], [5.0283, 1.5965, -0.1807], [3.3519, -2.8738, 3.7520], [2.8653, -3.7915, 2.3047], [3.9962, -2.4366, 2.1642], [2.0100, -0.9767, 3.0327], [0.6061, -1.6602, 0.8052], [2.1127, -2.4232, 0.3834], [1.6220, 1.1865, -2.2748], [3.2618, 0.4661, -2.2568], [3.1772, -1.8464, -1.4457], [-0.7969, 1.5512, 0.2560], [0.5026, 2.9865, 2.8443], [4.2743, 1.8925, 1.6715], [6.2658, 0.4633, 1.7965], [5.4709, -0.7961, 0.8549], [4.8813, -0.3709, 2.4841], [-1.4740, -0.4699, 1.3854], [-1.6503, 0.4393, 2.8949], [-3.0369, 0.9793, 3.0923], [-3.4408, 2.1452, 1.7981], [-0.9349, 1.2559, 2.8308], [-1.3649, -0.2204, 3.7137], [-3.0712, 1.5037, 4.0464], [-3.7926, 0.2025, 3.0734], [1.7122, -5.1947, -0.2764], [0.9882, -4.5975, -1.8029], [-0.1089, -5.4871, -2.3127], [0.5006, -7.0803, -2.8790], [1.7904, -4.5039, -2.5273], [0.5896, -3.6032, -1.6115], [-0.5471, -5.0012, -3.1815], [-0.8695, -5.6823, -1.5628], [4.4888, -3.7698, -6.2722], [3.3035, -2.7556, -5.3851], [3.3369, -1.3166, -5.8183], [4.8512, -0.5023, -5.3422], [3.5078, -2.8448, -4.3255], [2.3200, -3.1727, -5.5903], [2.5188, -0.7858, -5.3321], [3.2402, -1.2214, -6.8969], [-5.6351, -1.0523, 4.1444], [-5.6433, -2.8343, 4.0618], [-4.4068, -3.4107, 4.7040], [-2.9306, -3.0003, 3.7979], [-5.7097, -3.1073, 3.0121], [-6.5341, -3.1838, 4.5801], [-4.4865, -4.4963, 4.7315], [-4.2856, -3.0364, 5.7173], [0.9146, 6.6342, 2.4531], [0.4721, 5.2258, 1.4401], [-0.8847, 4.6794, 1.7887], [-0.9131, 3.9156, 3.4024], [1.2495, 4.4765, 1.5604], [0.4658, 5.5673, 0.4073], [-1.1508, 3.9011, 1.0731], [-1.6487, 5.4522, 1.7800], [9.5486, 0.9605, 1.8840], [9.8561, 1.2609, 3.6115], [9.1949, 0.2332, 4.4932], [7.4203, 0.3621, 4.4548], [9.4978, 2.2608, 3.8416], [10.9343, 1.2235, 3.7589], [9.5092, 0.3859, 5.5246], [9.4595, -0.7751, 4.1858], [-3.4907, -0.4809, -4.2017], [-3.3043, 0.2310, -2.5767], [-3.9524, -0.6083, -1.5109], [-5.7366, -0.6465, -1.6488], [-3.7356, 1.2282, -2.6086], [-2.2347, 0.3031, -2.3795], [-3.7198, -0.1920, -0.5319], [-3.6000, -1.6354, -1.5502], [-0.7668, -4.0223, -5.4607], [-0.1712, -5.3368, -6.5101], [-1.1345, -5.6570, -7.6217], [-2.6425, -6.3963, -7.0199], [0.0143, -6.2013, -5.8763], [0.7741, -5.0030, -6.9364], [-0.6758, -6.3748, -8.2993], [-1.4071, -4.7633, -8.1765], [-9.8919, 0.4143, 1.0490], [-9.5799, 1.1915, -0.5261], [-10.1199, 0.3789, -1.6749], [-9.2139, -1.1366, -1.8934], [-8.5062, 1.3341, -0.6169], [-10.0721, 2.1621, -0.5039], [-10.0174, 0.9474, -2.5977], [-11.1664, 0.1278, -1.5240], [-1.5327, 8.9931, 0.1995], [-0.7864, 10.1690, 1.3082], [-1.3642, 10.0821, 2.6960], [-3.0596, 10.6372, 2.7573], [-0.9183, 11.1595, 0.8812], [0.2757, 9.9333, 1.3502], [-0.7952, 10.7238, 3.3660], [-1.3355, 9.0610, 3.0669]],
  "atomic_forces_ev_per_a": [[0.05, 0.05, -0.05], [-0.19, -0.11, 0.20], [0.04, 0.07, -0.01], [0.41, -0.05, -0.04], [-0.04, 0.23, 0.38], [-0.09, 0.39, -0.46], [0.10, -0.51, 0.13], [-0.07, 0.20, -0.24], [-0.14, -0.35, 0.13], [0.76, -0.34, 0.07], [-0.04, -1.18, -0.31], [1.78, -3.40, -0.34], [-0.09, -0.12, -0.16], [0.21, 0.14, 0.05], [-0.06, 0.07, 0.03], [-0.07, -0.02, 0.00], [0.05, 0.01, 0.00], [0.01, 0.01, -0.03], [-0.01, 0.01, 0.02], [-0.01, 0.04, -0.08], [-0.02, 0.08, 0.01], [-0.04, 0.01, 0.20], [0.05, 0.02, 0.11], [0.16, 0.16, -0.23], [0.14, 0.19, -0.26], [0.30, 0.17, -0.03], [0.03, 0.04, -0.04], [-0.01, 0.00, -0.07], [-0.11, -0.09, 0.06], [-0.06, -0.08, -0.04], [-0.43, -0.34, -0.14], [0.33, 0.15, 0.18], [0.08, 0.00, -0.07], [-0.34, 0.04, 0.01], [-0.09, -0.10, 0.10], [-0.10, -0.08, -0.05], [-0.08, 0.10, -0.05], [0.11, 0.01, -0.05], [-0.04, -0.08, -0.10], [0.00, -0.02, 0.10], [0.04, 0.08, -0.05], [-0.02, 0.02, -0.02], [0.04, 0.01, 0.00], [0.02, 0.04, 0.02], [-0.09, -0.12, 0.13], [0.02, -0.02, 0.03], [-0.05, 0.05, 0.00], [-0.03, -0.09, 0.00], [-0.06, 0.05, -0.01], [0.00, 0.00, -0.01], [0.05, -0.03, 0.10], [-0.06, 0.01, 0.00], [0.03, -0.01, 0.03], [0.01, 0.01, 0.00], [-0.28, -0.05, 0.10], [0.07, -0.01, -0.06], [0.00, -0.02, 0.02], [0.01, -0.02, 0.00], [0.02, 0.01, -0.02], [0.00, 0.04, 0.04], [0.03, -0.01, -0.03], [0.00, 0.00, 0.01], [0.02, 0.34, 0.16], [-0.12, 1.00, -0.57], [-0.31, 0.80, -0.50], [-1.65, 0.94, 1.19], [-0.25, 1.05, -0.10], [-0.22, 0.17, -0.07], [-0.03, 0.41, 0.42], [0.04, 0.11, 0.27], [0.00, 0.00, -0.01], [0.04, 0.03, 0.00], [0.00, -0.03, 0.05], [0.03, -0.01, 0.07], [-0.02, 0.01, -0.02], [0.00, -0.01, -0.01], [0.00, 0.01, 0.00], [-0.02, -0.01, -0.02], [-0.01, -0.02, -0.07], [0.06, 0.09, 0.03], [0.06, -0.03, 0.16], [0.03, 0.01, -0.02], [-0.01, 0.00, 0.00], [0.01, -0.07, -0.02], [-0.01, 0.02, 0.00], [-0.02, -0.02, -0.03], [0.02, 0.12, -0.19], [0.09, -0.04, 0.10], [0.01, -0.01, -0.05], [0.00, 0.00, 0.00], [-0.03, 0.00, 0.02], [-0.01, 0.01, -0.01], [0.00, -0.01, 0.00], [-0.02, 0.01, 0.01], [0.00, 0.00, 0.01], [0.01, 0.06, 0.00], [0.02, 0.04, -0.02], [-0.05, -0.08, -0.03], [0.02, -0.03, 0.02], [-0.01, 0.00, 0.01], [0.02, 0.01, 0.00], [0.00, -0.03, 0.02], [-0.05, -0.01, -0.07], [0.11, -0.04, 0.02], [0.05, -0.04, 0.05], [-0.03, 0.02, 0.01], [-0.04, 0.00, -0.01], [0.00, -0.04, 0.01], [-0.01, 0.01, 0.00], [-0.01, -0.02, -0.02]],
  "charge": -1,
  "homo_ha": -0.1917,
  "spin_multiplicity": 1
}

=====

Entry 2:
{
  "formula": "C27H55F4N2O23PS6",
  "method": "ωB97M-V/def2-TZVPD",
  "species": ["C", "P", "O", "C", "C", "C", "C", "N", "O", "O", "S", "O", "O", "O", "C", "C", "C", "C", "F", "C", "F", "F", "C", "O", "N", "C", "O", "F", "H", "H", "H", "H", "H", "H", "H", "H", "H", "H", "H", "H", "H", "H", "H", "O", "S", "O", "O", "C", "C", "C", "H", "H", "H", "H", "H", "H", "H", "H", "O", "S", "O", "O", "C", "C", "C", "H", "H", "H", "H", "H", "H", "H", "H", "O", "S", "O", "O", "C", "C", "C", "H", "H", "H", "H", "H", "H", "H", "H", "O", "S", "O", "O", "C", "C", "C", "H", "H", "H", "H", "H", "H", "H", "H", "O", "S", "O", "O", "C", "C", "C", "H", "H", "H", "H", "H", "H", "H", "H"],
  "xyz": [[-3.9316, 0.6503, -2.7124], [-4.4817, -0.0178, -1.0659], [-5.8768, 0.7955, -0.6064], [-3.2098, 0.4512, 0.2968], [-3.1418, 1.9462, 0.7073], [-2.8445, 2.9489, -0.4722], [-1.6597, 3.9327, -0.1570], [-0.3680, 3.3926, 0.1579], [-1.8065, 5.1200, -0.2257], [-3.8482, -0.2244, 1.4482], [-3.5353, -1.8377, 1.2473], [-4.6595, -2.5813, 0.7747], [-3.1385, -2.4771, 2.4732], [-2.3333, -1.6942, 0.1160], [-1.8548, -0.3197, 0.2720], [-0.7198, 0.1885, -0.6684], [-0.1745, -0.8569, -1.6954], [-0.4421, -0.3818, -3.1230], [-1.1436, -1.2204, -3.9292], [-0.0769, 0.8042, -3.6312], [1.1366, 1.3107, -3.6279], [-1.0074, 1.5880, -4.2002], [-1.0881, -0.4744, 1.6747], [-0.3014, -1.3307, 1.6980], [-1.3912, 0.3359, 2.8373], [-0.2773, 0.9836, 3.3929], [0.8412, 0.6857, 3.3520], [-0.6087, 2.1016, 4.1013], [-4.3759, 0.0039, -3.4912], [-4.3851, 1.6552, -2.8691], [-2.8407, 0.7407, -2.8325], [-5.8156, 1.0338, 0.3334], [-4.1001, 2.2370, 1.1721], [-2.3562, 2.0936, 1.4697], [-3.7271, 3.5758, -0.6910], [-2.5612, 2.4670, -1.4256], [0.3246, 4.0886, -0.1366], [-0.3210, 3.2497, 1.1658], [-1.0496, 1.1039, -1.1850], [0.1151, 0.5125, -0.0225], [-0.5621, -1.8809, -1.5788], [0.9204, -0.9224, -1.5246], [-1.9227, -0.1882, 3.5326], [6.1257, -0.7007, -4.0281], [5.7823, -1.1016, -5.3597], [6.3631, -0.4666, -6.5021], [4.1899, -1.0832, -5.5105], [3.4889, 0.1221, -5.1693], [3.6070, 1.1711, -6.2589], [5.9943, -2.8466, -5.5114], [3.8359, 0.5094, -4.2086], [2.4433, -0.1536, -5.0456], [4.6311, 1.5359, -6.3437], [2.9608, 2.0229, -6.0405], [3.3313, 0.7525, -7.2277], [5.5092, -3.3344, -4.6693], [7.0633, -3.0508, -5.5014], [5.5602, -3.1722, -6.4538], [2.3010, -3.7209, -0.9299], [3.3057, -4.4968, -0.2657], [3.7026, -5.7794, -0.7593], [2.9183, -4.6273, 1.2771], [1.6105, -5.1263, 1.6099], [1.5176, -6.6317, 1.4593], [4.7492, -3.5064, -0.0436], [0.8480, -4.6216, 1.0127], [1.4341, -4.8547, 2.6501], [1.5969, -6.9280, 0.4127], [0.5631, -6.9959, 1.8422], [2.3287, -7.1243, 1.9972], [4.4563, -2.5475, 0.3772], [5.2070, -3.3653, -1.0211], [5.4351, -4.0300, 0.6182], [1.8071, 7.7253, -2.2163], [2.3605, 6.4185, -2.3909], [2.4556, 5.4880, -1.3050], [3.7945, 6.5480, -3.0857], [4.7708, 7.4051, -2.4731], [5.4132, 6.7571, -1.2614], [1.5368, 5.6257, -3.7350], [4.3254, 8.3688, -2.2170], [5.5319, 7.5940, -3.2297], [4.6934, 6.6402, -0.4507], [6.2395, 7.3677, -0.8953], [5.7865, 5.7626, -1.5093], [1.5071, 6.3085, -4.5805], [0.5264, 5.3863, -3.4074], [2.0742, 4.7142, -3.9879], [-1.3676, -9.4835, 5.2729], [-1.7842, -9.8327, 3.9485], [-1.2252, -9.1927, 2.7977], [-3.3789, -9.7467, 3.8652], [-4.0139, -8.5216, 4.2667], [-3.8970, -7.4466, 3.2028], [-1.6496, -11.5799, 3.7444], [-3.6107, -8.1783, 5.2219], [-5.0651, -8.7592, 4.4286], [-2.8630, -7.1217, 3.0845], [-4.4965, -6.5760, 3.4715], [-4.2304, -7.8245, 2.2354], [-2.1183, -12.0701, 4.5942], [-0.5903, -11.8264, 3.7035], [-2.1354, -11.8630, 2.8135], [-2.9893, 4.3659, 3.2345], [-3.4985, 5.5772, 3.8020], [-3.8865, 6.6681, 2.9650], [-2.4712, 6.1068, 4.9047], [-1.0943, 6.2690, 4.5250], [-0.8759, 7.5283, 3.7083], [-4.8278, 5.2262, 4.9077], [-0.7391, 5.3848, 3.9909], [-0.5256, 6.3335, 5.4523], [-1.3584, 7.4529, 2.7332], [0.1893, 7.6981, 3.5466], [-1.3029, 8.3945, 4.2154], [-4.5225, 4.4317, 5.5848], [-5.6791, 4.9058, 4.3097], [-5.0753, 6.1322, 5.4553]],
  "atomic_forces_ev_per_a": [[-0.86, 1.34, 0.16], [-0.09, -1.63, -0.63], [1.31, 0.57, -0.01], [0.32, 1.63, 0.46], [0.63, 0.32, -0.59], [0.61, 0.39, 0.34], [-0.64, -0.23, 0.20], [-0.47, -0.27, -0.31], [-0.26, 0.30, -0.53], [0.64, -1.89, -0.38], [-2.05, -2.54, 0.64], [0.27, 1.22, -1.49], [1.83, 2.09, 0.02], [-0.96, 0.33, 0.82], [0.01, 0.77, 0.99], [-0.29, -0.58, -0.23], [1.02, 0.21, -0.74], [1.16, -0.94, 0.66], [-1.23, 0.72, 0.68], [-1.23, -0.57, -0.20], [-0.36, 1.00, 1.02], [1.09, -0.15, -1.19], [-1.69, 1.07, -0.09], [1.95, -1.62, 0.12], [0.00, 0.87, -0.14], [-1.41, 0.43, 1.02], [2.24, -0.50, -0.74], [-0.74, -0.55, -0.40], [0.45, 0.10, 0.49], [0.43, -0.42, 0.05], [-0.46, -0.25, 0.09], [-0.23, -0.05, -0.25], [0.47, -0.19, -0.13], [-0.60, -0.24, -0.13], [0.48, -0.27, 0.18], [-0.18, -0.03, 0.52], [-0.19, -0.14, 0.52], [0.24, -0.07, -0.19], [0.05, -0.54, 0.22], [-0.44, -0.14, -0.37], [0.05, 0.47, 0.03], [-0.55, -0.17, -0.14], [-0.24, 0.29, -0.22], [0.07, 0.26, -0.12], [-0.46, -0.58, -0.15], [0.14, 0.18, 0.23], [0.29, -0.26, 0.08], [-0.32, 0.71, -0.02], [0.29, 0.03, -0.10], [-0.09, -0.06, 0.01], [0.14, -0.16, -0.02], [0.15, -0.35, -0.03], [-0.04, 0.01, 0.02], [-0.05, -0.07, 0.04], [-0.08, 0.01, 0.05], [-0.01, 0.04, -0.03], [0.00, 0.12, 0.01], [0.01, 0.05, 0.02], [-0.12, -0.20, -0.22], [0.37, 0.22, 0.78], [-0.21, 0.07, -0.26], [0.28, 0.23, -0.30], [-0.75, -0.48, 0.18], [0.12, -0.09, -0.27], [0.01, 0.06, 0.07], [0.17, 0.09, -0.08], [0.28, 0.19, -0.05], [-0.03, 0.01, 0.03], [0.02, 0.05, 0.06], [-0.07, 0.03, 0.07], [-0.02, -0.04, 0.00], [-0.08, -0.05, -0.02], [-0.05, -0.02, -0.02], [0.12, -0.04, 0.39], [0.15, -0.25, -0.80], [-0.17, 0.22, 0.21], [-0.40, -0.11, -0.07], [0.61, 0.36, 0.48], [-0.21, -0.15, 0.17], [0.07, -0.06, -0.10], [-0.18, -0.11, -0.05], [-0.22, -0.15, -0.19], [0.03, 0.03, -0.02], [0.00, 0.02, -0.09], [0.06, 0.07, -0.04], [0.02, 0.00, 0.04], [0.04, 0.07, 0.09], [0.01, 0.03, 0.04], [0.08, 0.28, -0.14], [-0.51, -0.56, -0.11], [0.18, 0.19, 0.19], [0.30, -0.29, 0.06], [-0.32, 0.79, 0.04], [0.27, -0.01, -0.10], [-0.10, -0.07, -0.01], [0.14, -0.16, -0.04], [0.11, -0.31, -0.04], [-0.04, 0.01, 0.02], [-0.04, -0.06, 0.03], [-0.08, 0.01, 0.06], [0.00, 0.05, -0.02], [0.00, 0.12, 0.01], [0.01, 0.05, 0.02], [0.07, -0.15, -0.26], [-0.09, 0.56, 0.68], [0.05, -0.18, -0.22], [-0.33, -0.30, -0.03], [0.77, 0.29, -0.30], [-0.25, 0.03, -0.23], [0.04, -0.17, 0.08], [-0.21, -0.05, 0.02], [-0.29, -0.10, 0.13], [0.05, -0.01, 0.01], [0.00, -0.05, 0.08], [0.08, -0.03, 0.06], [0.01, 0.03, -0.02], [0.07, 0.03, -0.07], [0.05, 0.01, -0.06]],
  "homo_ha": -0.3122,
  "spin_multiplicity": 1
}

=====

| no. | lowest unoccupied orbital energy (eV) | frontier orbital gap (eV) | total energy (hartree) |
| --- | --- | --- | --- |
| 1 | 1.93 | 7.143 | -10981.42518 |
| 2 | -0.03 | 8.464 | -6031.55728 |